[1]
ORCA calculation (the ωB97M-V functional and the def2-TZVPD basis) on a molecular structure, C22H23I2N4NaO2.

Structure (XYZ):
```
54
Properties=species:S:1:pos:R:3:forces:R:3
Na -0.707262 -0.436787 1.001025 -0.361 0.221 0.040
I 4.086279 6.167651 2.098469 0.151 0.170 0.031
C 2.728594 4.618016 1.789675 -0.200 -0.248 0.005
C 2.235925 3.903592 2.872831 0.012 0.012 0.013
C 1.333110 2.879528 2.654804 0.169 0.189 -0.261
I 0.558569 1.801632 4.247665 -0.084 -0.117 0.181
C 0.873819 2.508657 1.353523 -0.159 -0.115 0.116
O 0.030461 1.579587 1.166168 0.226 0.272 -0.079
C 1.417872 3.275940 0.269842 -0.067 0.101 0.085
C 0.921144 2.980390 -1.116568 0.109 0.014 -0.092
N 1.140294 1.594992 -1.504883 0.139 0.089 0.021
C 0.510572 1.271328 -2.766657 -0.053 -0.068 -0.081
C 0.211552 -0.206000 -2.884883 0.029 -0.071 -0.116
C 0.656001 -0.916513 -4.010423 0.065 0.160 0.018
C 0.177234 -2.225758 -4.201200 -0.082 -0.091 0.118
C -0.596877 -2.794323 -3.230979 0.117 -0.065 -0.113
C -0.789028 -2.101582 -1.982471 -0.279 0.105 -0.195
N -0.532672 -0.728474 -1.933065 -0.030 0.000 0.036
C 2.315271 4.297925 0.499159 0.064 -0.016 -0.047
H 2.550341 4.140242 3.880710 -0.001 0.007 0.001
H 1.445492 3.637300 -1.821802 -0.024 -0.024 -0.031
H -0.152595 3.236273 -1.184228 -0.010 -0.012 0.072
H 0.733353 1.015545 -0.778127 -0.046 -0.023 -0.027
H 1.154192 1.572390 -3.601733 0.017 0.041 0.034
H -0.445685 1.812807 -2.894021 -0.012 -0.028 0.040
H 1.286253 -0.426877 -4.742129 -0.016 -0.011 -0.010
H 0.401948 -2.766523 -5.115371 0.003 0.008 -0.008
H -0.984192 -3.799416 -3.338912 -0.020 -0.001 0.008
H -1.671608 -2.392411 -1.412011 0.052 0.011 0.065
H 2.705856 4.853726 -0.346590 -0.011 0.011 -0.001
N -2.576358 -0.901045 2.297617 -0.078 -0.175 0.338
C -2.957965 -1.166617 3.522045 0.065 0.110 -0.493
C -4.039903 -0.473231 4.167828 -0.047 -0.006 0.170
C -4.423434 -0.778483 5.455619 -0.071 0.075 -0.022
C -3.802316 -1.776322 6.211778 0.017 0.031 -0.091
C -2.748384 -2.461851 5.599262 0.080 -0.065 0.001
C -2.326302 -2.185880 4.317625 -0.045 -0.081 0.164
H -4.546935 0.312133 3.620986 0.013 0.006 -0.029
H -5.244216 -0.209172 5.886715 0.008 -0.027 0.036
H -4.114399 -1.998010 7.224032 0.000 -0.011 0.013
H -2.224411 -3.241872 6.147347 -0.028 0.011 0.023
H -1.498884 -2.736979 3.886733 0.003 0.019 -0.030
C -0.829255 -4.685810 0.360293 0.009 -0.130 0.158
N 0.053452 -4.281689 -0.715870 0.006 0.078 -0.083
C 1.193774 -5.148000 -0.883865 0.024 -0.101 -0.074
C 0.403060 -2.866244 -0.717918 0.151 -0.100 0.346
O 0.263253 -2.200469 0.353040 0.303 -0.359 -0.096
H -0.308354 -5.338593 1.075032 -0.003 0.052 0.026
H -1.703403 -5.233971 -0.007245 0.028 -0.020 -0.067
H -1.164969 -3.812909 0.918491 -0.027 0.046 -0.074
H 0.874848 -6.177657 -1.076467 -0.059 0.018 0.007
H 1.852885 -5.165542 0.002516 -0.002 0.001 0.009
H 1.788899 -4.828342 -1.741054 -0.021 0.042 -0.002
H 1.321378 -2.732819 -1.319330 -0.025 0.065 -0.051
```
Forces are in eV/Å.

Results
**Total charge**: -2
**HOMO-LUMO gap (spin up / spin down)**: 0.15464 / 0.17012 Eh
**E_tot**: -1979.29337 Eh
**LUMO energy (spin up / spin down)**: 3.58 / 3.58 eV
**Highest occupied orbital energy (spin up / spin down)**: -0.0231 / -0.0386 Eh
**Relative energy (zero: lowest compared OMol25 entry of this formula, charge and spin)**: 4.1 kJ/mol

[2]
ORCA calculation (the ωB97M-V functional and the def2-TZVPD basis) on a molecular structure, C2H4BrClIN in a non-equilibrium geometry.

Structure (XYZ):
```
10
Properties=species:S:1:pos:R:3:forces:R:3
C 0.131560 -0.907330 -0.056311 -0.808 0.397 2.308
C -0.028272 1.465785 0.493863 -1.195 4.515 -3.681
N -0.299913 0.448745 -0.462619 1.742 1.030 1.491
Cl 1.660748 1.640367 0.933649 0.010 -0.581 0.382
Br -1.260252 1.615961 2.044851 0.406 -0.340 -0.214
I -1.721928 0.990413 -1.797483 0.174 -0.728 0.218
H 1.169810 -1.254627 -0.167193 -0.250 0.667 -1.220
H 0.089747 -0.965420 1.095693 -0.630 0.079 -1.506
H -0.625975 -1.534063 -0.475598 0.057 -1.055 -0.094
H -0.261065 2.789509 -0.247560 0.494 -3.984 2.316
```
Forces are in eV/Å.

Results
**Total charge**: 0
**HOMO-LUMO gap**: 0.30218 Eh
**E_tot**: -3465.14456 Eh
**LUMO energy**: -0.70 eV
**Highest occupied orbital energy**: -0.3280 Eh
**Relative energy (zero: lowest compared OMol25 entry of this formula, charge and spin)**: 196.1 kJ/mol

[3]
ORCA calculation (the ωB97M-V functional and the def2-TZVPD basis) on 6 unconnected molecules or ions with the total composition C32H40IN5O3S in a non-equilibrium geometry.

Structure (XYZ):
```
82
Properties=species:S:1:pos:R:3:forces:R:3
C -0.308916 1.483220 -0.548558 -0.198 0.128 -0.356
C -1.047082 1.540697 -2.045388 1.555 -0.309 0.702
C 0.137055 1.979944 -3.127653 -0.723 0.767 0.482
C -1.638793 0.023914 -2.429031 -1.020 2.997 1.360
O -0.913962 -0.388692 -3.640221 -0.964 -2.620 2.293
S -0.881126 -2.081345 -3.836853 -4.281 -1.327 -2.301
O -2.339939 -2.545311 -4.222078 5.222 1.713 2.045
O -0.550429 -2.915256 -2.387240 0.112 2.317 -0.146
C 0.676317 -2.436106 -1.730025 1.095 0.586 1.210
C 0.587629 -2.868156 -0.127143 -2.156 -0.184 -0.025
C -0.500634 -4.100607 0.141530 0.729 -0.375 0.519
I 2.508219 -3.577098 0.694451 -1.296 0.934 -0.727
H -1.074592 1.845960 0.284277 1.780 -0.964 -1.646
H 0.629434 2.191904 -0.546960 -1.931 -1.272 0.076
H 0.104484 0.391666 -0.343471 -0.956 2.205 -0.226
H -1.898190 2.349892 -1.972353 1.784 -1.744 -0.535
H 0.543029 3.034924 -2.790746 -0.878 -2.068 -0.689
H 1.059511 1.239836 -3.126126 -2.131 1.398 -0.104
H -0.365367 2.109931 -4.178353 1.301 -0.388 1.912
H -1.443931 -0.636414 -1.482387 -0.429 0.801 -2.150
H -2.806966 0.189313 -2.605247 2.598 -0.949 0.093
H 1.588843 -2.905625 -2.292391 -1.609 0.876 1.292
H 0.765647 -1.247356 -1.720934 -0.233 -2.568 -0.385
H 0.263236 -1.958413 0.564310 0.884 -1.841 -1.715
H -0.159798 -4.611697 1.163075 -0.909 1.079 -2.256
H -0.435315 -4.934343 -0.706964 -0.298 1.991 1.972
H -1.601229 -3.701340 0.297498 2.323 -0.760 -0.650
N -1.389884 -7.252716 -0.978405 -0.049 -0.972 -0.525
C -1.493082 -7.317711 -2.323945 0.073 0.183 0.892
C -1.575678 -8.504774 -3.034020 0.013 -0.243 0.169
C -1.546989 -9.700095 -2.323470 -0.001 0.010 -0.003
C -1.439440 -9.665840 -0.936972 -0.026 0.029 -0.272
C -1.366277 -8.429471 -0.315723 -0.010 0.844 -0.334
H -1.508107 -6.358597 -2.833390 -0.023 -0.055 -0.010
H -1.659859 -8.497497 -4.114815 0.008 0.029 0.105
H -1.608171 -10.650488 -2.845640 0.007 0.109 0.060
H -1.413929 -10.579758 -0.354418 -0.002 0.099 -0.034
H -1.285052 -8.350068 0.764743 0.002 -0.047 -0.079
N -2.457078 3.770628 1.748454 0.062 0.340 0.957
C -2.830143 3.038901 2.821183 0.236 0.421 -0.803
C -2.773053 3.500555 4.126466 0.106 0.242 0.013
C -2.301166 4.789943 4.348498 -0.003 0.020 -0.034
C -1.907637 5.567353 3.264116 -0.114 -0.150 0.208
C -2.004877 5.019254 1.995242 -0.297 -0.827 -0.274
H -3.188081 2.038360 2.596555 0.011 0.056 0.054
H -3.088408 2.869945 4.949957 0.021 0.036 -0.089
H -2.240750 5.185928 5.358051 0.002 -0.033 -0.109
H -1.534957 6.575753 3.403783 0.002 -0.117 -0.032
H -1.713484 5.587567 1.116368 0.006 -0.018 0.100
N 7.476732 -5.647105 1.989599 -0.478 -0.045 -0.894
C 8.048559 -6.143194 0.870555 -0.321 0.334 0.843
C 7.409556 -6.208780 -0.357256 -0.264 0.099 0.015
C 6.102564 -5.741227 -0.444811 -0.037 0.022 0.005
C 5.485909 -5.226245 0.690815 0.355 -0.197 -0.130
C 6.207810 -5.199058 1.873199 0.886 -0.289 0.166
H 9.067868 -6.498493 0.990690 -0.069 0.020 -0.045
H 7.918397 -6.614963 -1.224061 -0.031 0.030 0.090
H 5.568925 -5.777554 -1.390094 0.043 0.010 0.103
H 4.468150 -4.854495 0.655677 0.578 -0.373 -0.040
H 5.771668 -4.803292 2.786139 -0.005 -0.024 -0.078
N -2.569420 4.249342 -3.508077 -0.754 0.779 -0.270
C -3.513940 4.028394 -4.448512 0.690 0.050 0.627
C -4.477938 4.957527 -4.805674 0.020 0.237 0.144
C -4.478068 6.188122 -4.157496 0.007 -0.001 0.005
C -3.519116 6.444730 -3.182982 -0.176 -0.081 -0.206
C -2.593666 5.453848 -2.897313 0.106 -0.845 -0.352
H -3.474289 3.052337 -4.923275 -0.031 0.064 0.004
H -5.211089 4.727108 -5.570300 0.077 -0.002 0.073
H -5.219044 6.941111 -4.409710 0.085 -0.088 0.030
H -3.492741 7.393564 -2.659258 0.015 -0.095 -0.038
H -1.822961 5.607440 -2.147158 -0.068 0.013 -0.035
N 1.571534 6.099363 4.186907 0.036 0.389 0.958
C 1.198469 5.367636 5.259637 0.236 0.396 -0.817
C 1.255559 5.829290 6.564919 0.091 0.263 0.010
C 1.727446 7.118678 6.786952 -0.003 0.024 0.003
C 2.120975 7.896088 5.702570 -0.092 -0.171 0.223
C 2.023735 7.347988 4.433694 -0.295 -0.842 -0.291
H 0.840532 4.367095 5.035009 0.007 0.063 0.038
H 0.940203 5.198680 7.388411 0.034 0.035 -0.084
H 1.787863 7.514663 7.796505 -0.004 -0.045 -0.116
H 2.493655 8.904488 5.842237 -0.032 -0.092 -0.033
H 2.315129 7.916302 3.554821 -0.003 -0.017 0.091
```
Forces are in eV/Å.

Results
**Total charge**: 0
**HOMO-LUMO gap**: 0.36355 Eh
**E_tot**: -2438.50488 Eh
**LUMO energy**: 0.44 eV
**Highest occupied orbital energy**: -0.3472 Eh